#one
C6H15NO | ωB97M-V/def2-TZVPD

Computed properties:
gap between HOMO and LUMO	9.6	eV
HOMO	-8.590	eV
SMILES string	CC(C)CNCCO
E_LUMO	1.02	eV
net charge	0

Last columns: bonded neighbours and bond lengths (Å).
Element x y z (Å)
1 C 0.8212 -0.6093 2.9369  C2 1.533, H9 1.093, H10 1.088, H11 1.092
2 C 0.8170 -1.1660 1.5082  C1 1.533, C3 1.500, C4 1.595, H12 1.100
3 C 0.6514 -2.6544 1.4158  C2 1.500, H13 1.095, H14 1.094, H15 1.101
4 C -0.1683 -0.3527 0.5530  C2 1.595, N5 1.450, H16 1.094, H17 1.087
5 N 0.5696 0.5977 -0.2568  C4 1.450, C6 1.464, H18 1.011
6 C -0.2772 1.6176 -0.8777  N5 1.464, C7 1.576, H19 1.090, H20 1.095
7 C -0.4839 1.4309 -2.4290  C6 1.576, O8 1.406, H21 1.088, H22 1.108
8 O -1.8033 1.2221 -2.8684  C7 1.406, H23 0.949
9 H 0.3986 -1.3648 3.6042  C1 1.093
10 H 0.2808 0.3161 3.1248  C1 1.088
11 H 1.8498 -0.4252 3.2553  C1 1.092
12 H 1.7802 -0.9622 1.0166  C2 1.100
13 H 0.0910 -3.0798 2.2553  C3 1.095
14 H 1.5576 -3.2467 1.2550  C3 1.094
15 H 0.1036 -2.9823 0.5191  C3 1.101
16 H -0.7565 -1.0784 -0.0172  C4 1.094
17 H -0.7279 0.2098 1.2961  C4 1.087
18 H 1.1808 0.1769 -0.9438  N5 1.011
19 H -1.2603 1.7019 -0.4146  C6 1.090
20 H 0.2116 2.5913 -0.7682  C6 1.095
21 H 0.1857 0.7023 -2.8811  C7 1.088
22 H -0.1896 2.4332 -2.7990  C7 1.108
23 H -2.4409 1.6551 -2.3145  O8 0.949

#two
C6H15NO | ωB97M-V/def2-TZVPD

Computed properties:
gap between HOMO and LUMO	9.7	eV
HOMO	-8.764	eV
SMILES string	CNC(C)(C)COC
E_LUMO	0.96	eV
net charge	0

Last columns: bonded neighbours and bond lengths (Å).
Element x y z (Å)
1 C 2.3029 0.8593 1.3148  N2 1.450, H9 1.089, H10 1.099, H11 1.088
2 N 0.9151 0.4533 1.4242  C1 1.450, C3 1.465, H12 1.016
3 C 0.1846 0.1888 0.1821  N2 1.465, C4 1.536, C5 1.531, C6 1.554
4 C -0.0111 1.4422 -0.6839  C3 1.536, H13 1.089, H14 1.088, H15 1.086
5 C 0.9263 -0.8928 -0.6070  C3 1.531, H16 1.087, H17 1.085, H18 1.087
6 C -1.2043 -0.3229 0.6542  C3 1.554, O7 1.408, H19 1.095, H20 1.098
7 O -2.2551 -0.2535 -0.2798  C6 1.408, C8 1.405
8 C -2.4039 -1.3462 -1.1497  O7 1.405, H21 1.096, H22 1.090, H23 1.096
9 H 2.6641 1.0843 2.3173  C1 1.089
10 H 2.4687 1.7438 0.6840  C1 1.099
11 H 2.8951 0.0347 0.9223  C1 1.088
12 H 0.4100 1.1606 1.9495  N2 1.016
13 H -0.4745 2.2336 -0.0977  C4 1.089
14 H 0.9409 1.7986 -1.0703  C4 1.088
15 H -0.6639 1.2171 -1.5221  C4 1.086
16 H 1.8603 -0.5041 -1.0048  C5 1.087
17 H 0.3267 -1.2372 -1.4427  C5 1.085
18 H 1.1451 -1.7363 0.0431  C5 1.087
19 H -1.5339 0.3170 1.4795  C6 1.095
20 H -1.0939 -1.3439 1.0419  C6 1.098
21 H -2.2509 -2.2972 -0.6276  C8 1.096
22 H -3.4276 -1.3022 -1.5221  C8 1.090
23 H -1.7209 -1.2970 -2.0054  C8 1.096

Most stable: #two (next structure +0.0278 hartree)